1.
{"formula": "C32H23N2O3", "method": "ωB97M-V with the def2-TZVPD basis set", "species": ["O", "O", "O", "N", "N", "C", "C", "C", "C", "C", "C", "C", "C", "C", "C", "C", "C", "C", "C", "C", "C", "C", "C", "C", "C", "C", "C", "C", "C", "C", "C", "C", "C", "C", "C", "C", "C", "H", "H", "H", "H", "H", "H", "H", "H", "H", "H", "H", "H", "H", "H", "H", "H", "H", "H", "H", "H", "H", "H", "H"], "positions_angstrom": [[0.679, -3.015, 0.749], [-5.658, 2.304, 3.026], [-4.018, -2.276, 0.555], [2.574, 0.746, -0.672], [1.847, -0.570, 2.392], [1.817, 5.058, -1.410], [-3.037, -6.610, 0.427], [-3.352, -0.556, 2.811], [2.038, 5.458, -2.736], [5.345, 2.047, -2.732], [-2.647, -4.265, 0.674], [-3.468, 2.156, 2.123], [-2.420, 1.383, 1.673], [6.062, -0.629, -2.377], [3.126, 1.543, -1.547], [-4.413, 0.200, 3.270], [-0.526, -3.187, 0.848], [6.954, 0.252, -3.008], [4.828, -0.180, -1.920], [2.540, 2.824, -1.974], [2.592, 3.187, -3.336], [-6.816, 1.606, 3.553], [6.586, 1.592, -3.195], [-1.602, -2.167, 1.039], [4.440, 1.151, -2.111], [-1.265, -4.482, 0.761], [2.027, 3.726, -1.028], [2.327, 4.499, -3.719], [-2.379, -0.016, 1.918], [-1.402, -0.843, 1.274], [-4.536, 1.554, 2.842], [-3.544, -5.307, 0.467], [1.732, -0.034, 1.357], [-1.645, -6.831, 0.539], [1.556, 0.646, 0.136], [-2.931, -2.805, 0.749], [-0.751, -5.765, 0.678], [-6.609, 1.249, 4.574], [7.931, -0.101, -3.353], [7.267, 2.279, -3.708], [0.565, 1.076, -0.090], [1.514, 5.792, -0.657], [1.987, 6.518, -2.997], [5.079, 3.101, -2.844], [2.901, 2.429, -4.058], [-5.176, -0.271, 3.906], [-3.533, 3.220, 1.895], [0.327, -5.892, 0.751], [1.910, 3.394, 0.005], [-7.608, 2.353, 3.576], [-1.610, 1.809, 1.081], [-1.253, -7.847, 0.530], [2.395, 4.777, -4.769], [-0.471, -0.404, 0.961], [-4.605, -5.078, 0.369], [-3.707, -7.465, 0.325], [-3.294, -1.592, 3.151], [6.317, -1.675, -2.235], [-7.114, 0.769, 2.899], [4.127, -0.836, -1.406]], "forces_ev_per_angstrom": [[-1.5311, -0.4817, 0.1562], [-0.3879, -0.5629, 0.4619], [0.8520, -0.5538, 0.0798], [2.5245, 0.0041, 0.1775], [-0.1173, 0.7411, -0.9475], [0.1109, -0.2694, -0.0829], [0.5118, 0.1560, 0.1201], [0.5954, 0.2232, -0.5184], [-0.2619, -0.0977, 0.0603], [0.0576, -0.4064, -0.0602], [0.3295, -0.3700, -0.4783], [-0.9212, -0.0853, 0.4357], [0.2244, -0.9188, 0.1109], [-0.0046, 0.4394, 0.0249], [-1.1516, -0.5107, -0.0824], [-0.3980, 0.9407, -0.2514], [0.7818, 0.8342, -0.4222], [-0.0698, -0.0171, -0.0711], [0.5120, -0.2188, -0.3965], [-0.2370, 0.0035, -0.4702], [-0.1841, 0.4140, 0.4308], [0.6723, 0.3345, -0.1436], [-0.2959, -0.2727, 0.2324], [-0.3342, 0.4062, -0.3877], [-0.0653, 0.3163, 0.4840], [-0.4794, -0.5900, -0.2157], [0.2927, 0.4621, -0.4645], [0.1846, 0.0284, 0.3546], [-1.2519, 0.7523, 0.6651], [-0.0372, -0.7845, 0.0282], [0.6294, -0.7999, -0.3775], [0.1891, -0.1053, 0.1520], [-0.0148, -1.1049, 1.0373], [-0.2531, 0.2203, 0.0376], [-1.1512, 0.6485, -0.4560], [-0.1929, 0.4637, 0.7742], [-0.1349, -0.0757, 0.1623], [-0.1595, 0.0646, -0.3273], [-0.3622, 0.0963, 0.0701], [-0.2100, -0.1905, 0.2623], [0.3117, 0.3826, 0.4093], [0.1287, -0.2021, -0.2856], [-0.2035, -0.3359, 0.0075], [0.0851, -0.3777, 0.0041], [-0.0864, 0.2980, 0.1474], [0.4503, 0.3110, -0.3688], [-0.0022, -0.3028, 0.0063], [-0.2039, -0.1700, -0.0703], [0.0328, 0.1637, -0.2921], [0.0634, -0.0688, 0.0208], [-0.2487, 0.0510, 0.1030], [-0.1683, 0.1776, -0.0852], [0.0358, 0.0584, 0.2031], [0.3623, -0.0230, 0.3130], [0.2398, -0.1641, 0.0182], [0.1842, 0.2688, -0.0259], [0.1625, 0.3115, -0.3013], [0.1286, 0.0954, -0.0235], [0.2355, 0.2821, 0.2381], [0.2315, 0.1112, -0.1828]], "lowdin_charge": [0.111, -0.091, 0.085, 0.039, 0.087, -0.102, -0.072, -0.016, -0.124, -0.052, -0.098, -0.002, -0.003, -0.106, -0.248, -0.015, -0.284, -0.134, -0.045, -0.182, -0.066, -0.067, -0.116, -0.053, -0.166, -0.093, -0.030, -0.106, -0.183, 0.071, -0.258, -0.008, -0.319, -0.070, -0.263, -0.302, -0.003, 0.089, 0.083, 0.090, 0.076, 0.092, 0.086, 0.102, 0.117, 0.105, 0.117, 0.122, 0.107, 0.085, 0.116, 0.098, 0.091, 0.068, 0.118, 0.098, 0.126, 0.089, 0.101, 0.106], "energy_ev": -42678.536, "homo_energy_ev": -2.7009, "homo_lumo_gap_ev": 4.06, "total_charge": -1, "de_lowest_kcal_mol": 0.0}

---

2.
{"formula": "C32H24AuN5P2Se3", "method": "ωB97M-V with the def2-TZVPD basis set", "species": ["Au", "Se", "Se", "Se", "P", "P", "N", "N", "N", "N", "N", "C", "C", "C", "C", "C", "C", "C", "C", "C", "C", "C", "C", "C", "C", "C", "C", "C", "C", "C", "C", "C", "C", "C", "C", "C", "C", "C", "C", "C", "C", "C", "C", "H", "H", "H", "H", "H", "H", "H", "H", "H", "H", "H", "H", "H", "H", "H", "H", "H", "H", "H", "H", "H", "H", "H", "H"], "positions_angstrom": [[0.218, -0.525, 0.217], [0.453, 2.074, -2.318], [-6.524, 2.863, 0.736], [-0.895, -2.748, 0.071], [-2.836, -1.899, 0.613], [-5.638, 1.023, 1.201], [-3.265, 2.073, 0.649], [-1.744, 0.566, 0.456], [1.707, 2.170, -3.559], [-1.983, 1.862, 0.489], [1.193, 0.650, -1.548], [-6.831, 0.681, 3.684], [-3.896, 0.883, 0.725], [-6.568, -0.310, 0.384], [-4.668, -2.442, 2.631], [3.733, 0.949, -4.138], [-6.848, 0.491, 5.056], [2.570, 1.194, -3.341], [-8.215, -2.056, -1.032], [-2.744, -3.291, 4.434], [-4.080, -3.257, 4.807], [-3.329, -2.477, 2.251], [-5.657, 0.327, 5.751], [-5.344, -3.646, -2.766], [4.243, -0.944, -2.692], [-8.215, -2.072, 0.354], [-4.797, -3.623, -0.424], [-5.623, 0.674, 2.987], [-4.528, -2.540, -2.973], [-3.979, -2.520, -0.632], [-5.045, -2.836, 3.904], [-4.450, 0.361, 5.070], [4.536, -0.089, -3.811], [-2.906, -0.107, 0.599], [-7.395, -1.201, 1.059], [3.157, -0.750, -1.908], [-3.848, -1.977, -1.910], [-4.432, 0.533, 3.693], [-7.389, -1.171, -1.712], [-2.365, -2.909, 3.157], [-5.484, -4.179, -1.495], [-6.575, -0.300, -1.009], [2.287, 0.340, -2.214], [-1.326, -2.945, 2.856], [-7.384, -1.154, -2.794], [3.936, 1.599, -4.978], [-3.482, 0.557, 3.175], [-1.992, -3.621, 5.139], [-4.420, -2.119, -3.964], [-4.889, -4.064, 0.559], [2.923, -1.392, -1.069], [-3.516, 0.255, 5.607], [-5.960, 0.416, -1.543], [-8.858, -2.730, -1.583], [-6.088, -2.799, 4.192], [-7.415, -1.216, 2.141], [-5.671, 0.193, 6.826], [-5.418, -2.113, 1.927], [4.916, -1.765, -2.480], [-4.370, -3.560, 5.805], [-6.124, -5.036, -1.331], [-5.874, -4.090, -3.599], [-7.756, 0.871, 3.153], [-3.198, -1.124, -2.070], [-8.859, -2.755, 0.893], [-7.792, 0.494, 5.586], [5.420, -0.294, -4.399]], "forces_ev_per_angstrom": [[0.0069, -0.0578, -0.8385], [0.0788, -0.0199, 0.0033], [-0.0165, -0.0107, 0.0224], [0.0067, 0.0639, 0.2456], [0.0595, -0.0763, 0.0913], [-0.0130, 0.0119, 0.0206], [-0.0349, 0.0350, -0.0087], [-0.1055, 0.0555, 0.1120], [-0.0869, -0.0042, 0.0601], [0.0504, -0.0381, -0.0898], [0.0904, -0.0400, 0.5640], [-0.0604, 0.0314, -0.0102], [-0.0050, 0.0371, 0.0245], [0.0044, -0.0323, 0.0294], [0.0171, -0.0819, 0.0011], [0.0258, -0.0113, -0.0117], [-0.0108, -0.0194, 0.0253], [-0.0329, 0.0714, -0.0504], [-0.0125, 0.0031, 0.0474], [0.0167, 0.0026, 0.0325], [-0.0219, -0.0077, 0.0014], [-0.0669, -0.0597, -0.0157], [0.0135, 0.0040, -0.0094], [0.0156, -0.0007, -0.0015], [-0.0064, 0.0213, -0.0182], [-0.0108, -0.0162, -0.0454], [0.0038, -0.0442, 0.0100], [0.0600, 0.0961, 0.0070], [0.0074, -0.0102, 0.0028], [0.0053, -0.0055, -0.0277], [0.0067, -0.0278, -0.0241], [-0.0064, 0.0167, 0.0168], [-0.0224, 0.0096, 0.0123], [0.0253, 0.0748, -0.0278], [-0.0323, 0.0063, 0.0322], [0.0440, -0.0421, 0.0151], [-0.0105, 0.0066, -0.0305], [-0.0004, -0.0245, -0.0144], [-0.0141, 0.0071, -0.0018], [0.0040, 0.0658, 0.0066], [-0.0121, -0.0066, -0.0160], [0.0219, 0.0134, -0.0354], [0.0102, -0.0219, -0.0751], [0.0007, -0.0089, -0.0004], [-0.0052, 0.0029, -0.0012], [0.0086, -0.0051, -0.0031], [-0.0007, 0.0216, -0.0125], [-0.0003, -0.0030, -0.0014], [0.0000, -0.0035, -0.0025], [0.0107, 0.0097, -0.0040], [-0.0090, 0.0118, 0.0068], [-0.0022, -0.0019, -0.0001], [0.0024, 0.0002, 0.0101], [0.0011, -0.0054, 0.0040], [0.0041, 0.0025, 0.0020], [-0.0089, 0.0088, -0.0236], [0.0025, -0.0028, 0.0016], [-0.0005, -0.0078, -0.0088], [-0.0003, -0.0033, 0.0035], [-0.0025, 0.0033, 0.0020], [-0.0023, 0.0008, -0.0034], [-0.0018, 0.0002, 0.0002], [0.0141, 0.0026, -0.0016], [-0.0009, -0.0007, 0.0081], [-0.0031, -0.0011, -0.0035], [0.0008, 0.0023, 0.0021], [0.0010, 0.0023, -0.0055]], "lowdin_charge": [0.382, 1.143, 0.271, 0.353, 0.673, 0.486, -0.013, -0.175, -0.234, -0.062, -0.346, -0.113, -0.434, -0.361, -0.104, -0.021, -0.075, -0.391, -0.083, -0.068, -0.071, -0.344, -0.082, -0.081, -0.066, -0.073, -0.069, -0.348, -0.076, -0.371, -0.068, -0.078, -0.071, -0.434, -0.109, -0.029, -0.104, -0.081, -0.081, -0.099, -0.072, -0.107, -0.383, 0.059, 0.109, 0.115, 0.102, 0.107, 0.111, 0.108, 0.094, 0.109, 0.111, 0.106, 0.112, 0.089, 0.104, 0.070, 0.106, 0.108, 0.110, 0.109, 0.104, 0.113, 0.105, 0.105, 0.105], "energy_ev": -259332.545, "homo_energy_ev": -7.4164, "homo_lumo_gap_ev": 6.24, "de_lowest_kcal_mol": 9.8}

---

3.
{"formula": "C32H24ClF3N5O16P2S2W", "method": "ωB97M-V with the def2-TZVPD basis set", "species": ["W", "Cl", "S", "S", "P", "P", "F", "F", "F", "O", "O", "O", "O", "O", "O", "O", "O", "O", "O", "O", "O", "O", "O", "O", "O", "N", "N", "N", "N", "N", "C", "C", "C", "C", "C", "C", "C", "C", "C", "C", "C", "C", "C", "C", "C", "C", "C", "C", "C", "C", "C", "C", "C", "C", "C", "C", "C", "C", "C", "C", "C", "C", "H", "H", "H", "H", "H", "H", "H", "H", "H", "H", "H", "H", "H", "H", "H", "H", "H", "H", "H", "H", "H", "H", "H", "H"], "positions_angstrom": [[-0.459, -0.872, 0.135], [-4.395, 4.740, 5.170], [2.130, -1.258, -1.896], [1.228, 1.096, 1.704], [-0.644, -3.768, -1.380], [-1.404, -3.777, 1.367], [4.196, -0.770, -3.309], [3.483, 0.957, -2.208], [4.572, -0.618, -1.187], [-0.212, -2.224, -1.145], [-1.231, -2.185, 1.238], [0.303, 1.434, 0.602], [-3.300, 3.682, -4.919], [1.094, 1.822, 2.923], [-0.532, -4.135, 2.621], [1.362, -0.961, -3.061], [-0.491, -4.288, 0.145], [2.535, -2.617, -1.633], [-3.570, -0.904, 1.702], [-4.500, 2.196, -5.905], [-2.767, -4.276, 1.358], [-1.960, -3.969, -1.952], [0.549, -4.393, -2.138], [-1.769, 0.260, 0.969], [1.560, -0.568, -0.636], [-2.544, -1.147, -1.019], [-0.669, 0.602, -1.648], [1.464, -2.487, 1.250], [-3.699, 2.545, -5.072], [0.731, -0.455, 1.855], [-1.037, 2.543, -3.627], [2.514, -1.564, 3.189], [-2.069, 1.628, -3.345], [0.133, 2.449, -2.930], [-2.292, 2.266, 2.867], [5.232, 1.208, 0.954], [4.177, 3.202, 0.169], [-4.911, -1.401, -2.475], [6.680, 3.011, -0.040], [-2.647, 3.333, 3.675], [4.003, 0.685, 1.332], [3.704, -0.355, -2.154], [-2.905, 0.087, 1.746], [-2.816, -0.305, -2.037], [5.343, 2.463, 0.373], [0.284, 1.473, -1.953], [2.864, 1.442, 1.125], [2.212, -3.586, 1.365], [-3.991, -0.377, -2.777], [2.943, 2.710, 0.541], [-4.619, -2.258, -1.459], [-3.328, 1.550, -4.042], [-4.507, 1.343, 3.103], [-4.230, 0.586, -3.800], [-3.938, 3.400, 4.176], [3.148, -3.728, 2.370], [-4.874, 2.414, 3.895], [3.292, -2.703, 3.300], [-3.426, -2.088, -0.743], [-3.216, 1.267, 2.583], [1.628, -1.516, 2.126], [-1.833, 0.672, -2.347], [-5.274, -3.070, -1.180], [3.961, -0.295, 1.776], [3.736, -4.632, 2.434], [1.213, 1.403, -1.423], [2.052, 3.308, 0.397], [4.001, -2.796, 4.113], [6.744, 4.079, 0.163], [7.493, 2.510, 0.483], [-1.172, 3.301, -4.381], [-5.823, -1.491, -3.050], [6.123, 0.612, 1.112], [-5.216, 0.557, 2.881], [2.050, -4.366, 0.632], [4.241, 4.187, -0.278], [-3.252, -2.729, 0.102], [6.836, 2.871, -1.112], [-1.933, 4.108, 3.912], [1.403, -3.917, -2.011], [2.578, -0.744, 3.893], [-1.290, 2.215, 2.471], [0.957, 3.120, -3.124], [-5.145, 0.550, -4.375], [-5.875, 2.491, 4.296], [-0.986, -4.784, 3.179]], "forces_ev_per_angstrom": [[-0.0187, 2.2999, -0.1316], [0.0221, -0.0516, -0.0348], [-0.4774, 0.0526, 0.3159], [-0.4362, 0.0110, 0.4055], [0.1087, 0.1630, 0.0941], [0.3591, -0.0296, -0.2731], [0.0209, 0.0729, -0.0076], [0.0058, 0.0084, 0.0042], [0.0023, -0.0586, -0.0676], [-0.3986, -0.7486, -0.0703], [-0.0801, -0.5898, -0.1336], [0.1622, -0.0811, 0.0148], [0.3818, -0.0340, -0.1152], [-0.0476, -0.0510, 0.0789], [-0.0150, -0.0066, 0.0181], [0.0570, -0.0872, 0.0156], [-0.1907, -0.0029, 0.0243], [-0.0213, 0.2136, 0.0078], [0.0144, -0.1482, -0.0339], [0.2021, -0.1267, -0.2976], [-0.0484, 0.1066, 0.1601], [-0.0555, -0.0024, -0.0549], [0.1351, 0.0609, 0.1288], [0.2895, -0.4931, 0.1357], [-0.0148, -0.3433, -0.6040], [0.1287, -0.3179, 0.1351], [-0.1379, -0.0573, 0.2038], [0.2272, -0.1359, -0.1487], [-0.7147, 0.2627, 0.5748], [0.7858, -0.3008, -0.5320], [-0.1033, 0.0148, -0.0456], [-0.0479, -0.0566, 0.1530], [-0.0531, 0.0200, -0.0935], [0.0333, 0.0041, -0.0039], [0.0651, 0.0504, -0.0532], [0.0023, -0.0253, 0.0506], [0.0264, 0.0372, -0.0171], [-0.0236, 0.0219, -0.0277], [-0.0454, -0.0104, -0.0166], [0.0072, -0.0229, -0.0313], [0.0163, 0.0977, 0.0756], [0.1860, -0.0336, 0.1608], [0.0490, 0.3002, -0.1345], [0.0132, -0.0577, 0.0386], [0.0475, 0.0513, 0.0076], [0.0141, -0.0342, -0.1224], [-0.0275, -0.0599, -0.1383], [0.0094, 0.0282, 0.0105], [-0.1615, 0.0251, -0.0580], [0.0275, -0.1150, 0.0144], [0.0047, -0.0112, 0.0002], [0.3528, -0.0114, -0.1467], [-0.0117, 0.0169, 0.0864], [-0.0578, -0.1264, 0.0401], [-0.0164, 0.0501, 0.0426], [-0.0073, -0.0147, 0.0479], [-0.0385, -0.0147, 0.0021], [0.0053, -0.0087, -0.0281], [-0.1361, 0.0953, 0.1490], [-0.0512, -0.0235, -0.0712], [-0.4367, 0.2119, 0.2980], [0.1263, 0.0071, 0.0110], [-0.0010, 0.0116, 0.0085], [0.0007, -0.0233, -0.0140], [0.0261, 0.0221, -0.0001], [-0.0129, 0.0245, 0.0489], [0.0003, -0.0089, 0.0026], [0.0004, -0.0036, -0.0067], [0.0026, -0.0039, 0.0037], [-0.0053, -0.0007, 0.0014], [-0.0212, 0.0268, -0.0465], [0.0014, 0.0082, 0.0086], [-0.0038, 0.0120, 0.0050], [0.0025, -0.0034, -0.0019], [-0.0092, 0.0067, -0.0028], [0.0005, 0.0000, 0.0078], [0.0046, -0.0379, -0.0604], [-0.0064, -0.0037, 0.0014], [-0.0054, -0.0037, 0.0057], [-0.0021, 0.0091, -0.0458], [-0.0143, -0.0295, 0.0249], [-0.0176, -0.0090, -0.0218], [0.0033, -0.0116, -0.0086], [0.0215, -0.0091, 0.0091], [0.0087, 0.0017, 0.0017], [0.0124, 0.0349, 0.0665]], "lowdin_charge": [2.109, 0.704, 0.638, 0.692, 0.340, 0.335, 0.179, 0.157, 0.165, -0.448, -0.382, -0.395, 0.096, -0.224, -0.048, -0.221, -0.216, -0.255, 0.140, 0.113, -0.183, -0.168, -0.039, -0.239, -0.474, 0.042, 0.037, 0.064, -0.337, -0.207, 0.059, -0.011, -0.035, 0.022, 0.004, -0.026, -0.016, 0.047, -0.030, -0.075, -0.045, -0.662, -0.425, -0.120, -0.250, -0.107, -0.272, -0.098, -0.099, -0.056, 0.024, -0.058, 0.002, 0.088, -0.652, -0.023, -0.081, -0.027, -0.104, -0.127, -0.394, -0.096, 0.136, 0.099, 0.117, 0.081, 0.124, 0.122, 0.087, 0.084, 0.122, 0.136, 0.127, 0.126, 0.121, 0.127, 0.068, 0.092, 0.114, 0.060, 0.132, 0.084, 0.130, 0.143, 0.113, 0.121], "energy_ev": -136534.091, "homo_energy_ev": -11.4910, "homo_lumo_gap_ev": 6.38, "total_charge": 1, "de_lowest_kcal_mol": 36.0}

---

Q: What is the formula in the first record?
A: C32H23N2O3